DFT (ωB97M-V/def2-TZVPD) results for a single C16H25FN2O3S molecule.

Cartesian coordinates (Å):
C 4.788 -0.368 -0.018
C 3.976 -0.203 -1.303
C 4.885 0.344 -2.401
C 2.763 0.716 -1.047
N 1.985 0.218 0.080
C 1.490 -1.015 0.222
O 1.710 -1.975 -0.489
C 0.547 -1.122 1.443
N -0.672 -0.366 1.240
C -1.709 -0.883 0.462
C -1.523 -2.019 -0.331
C -2.570 -2.540 -1.069
C -3.824 -1.956 -1.048
C -3.987 -0.827 -0.270
F -5.197 -0.230 -0.223
C -2.967 -0.284 0.487
S -0.725 1.173 1.887
C -1.653 0.964 3.426
O 0.623 1.519 2.247
O -1.415 2.069 1.016
C 1.882 0.937 -2.311
C 2.173 2.309 -2.920
C 0.382 0.834 -2.030
H 5.141 0.599 0.336
H 5.652 -1.002 -0.203
H 4.193 -0.829 0.765
H 3.598 -1.182 -1.606
H 4.374 0.401 -3.357
H 5.745 -0.311 -2.520
H 5.249 1.335 -2.136
H 3.142 1.691 -0.721
H 1.686 0.907 0.757
H 1.043 -0.704 2.319
H 0.307 -2.173 1.626
H -0.558 -2.492 -0.398
H -2.398 -3.415 -1.676
H -4.649 -2.349 -1.619
H -3.157 0.618 1.040
H -1.859 1.951 3.822
H -1.022 0.407 4.106
H -2.573 0.432 3.225
H 2.130 0.160 -3.041
H 1.839 3.093 -2.244
H 3.233 2.446 -3.112
H 1.639 2.423 -3.861
H -0.169 1.087 -2.934
H 0.072 1.518 -1.242
H 0.101 -0.177 -1.747

Properties
**E_HOMO**: -8.78 eV
**Total charge**: 0
**Relative energy (zero: lowest compared OMol25 entry of this formula, charge and spin)**: 0.00 kJ/mol
**Electronic energy**: -1457.97708 Ha
**HOMO-LUMO gap**: 0.337 Eh
**Spin multiplicity**: 1

natural (NBO) atomic charge list, values in e, 8 entries: -0.601, -0.233, -0.605, -0.031, -0.629, 0.677, -0.640, -0.319

***

DFT (ωB97M-V/def2-TZVPD) results for a molecular structure, C16H25N2OPReS5.

Cartesian coordinates (Å):
Re 0.750 -0.978 -1.602
C -5.314 0.590 3.389
C -5.320 0.643 1.986
C -4.877 1.806 1.419
C -4.289 2.819 2.197
C -4.402 2.830 3.565
C -4.938 1.683 4.162
H -5.697 -0.348 3.808
H -5.715 -0.124 1.398
H -5.058 2.061 0.396
H -3.800 3.772 1.761
H -4.250 3.766 4.165
H -4.955 1.570 5.225
S 3.381 1.952 -7.473
C 2.776 1.410 -6.039
S 1.631 2.200 -4.994
C 1.448 0.872 -3.901
C 2.253 -0.252 -4.123
S 2.191 -1.728 -3.202
S 3.390 -0.125 -5.427
S 0.444 0.999 -2.472
N -2.789 -2.223 -1.966
C -1.536 -2.487 -2.380
N -1.336 -2.963 -3.582
O -0.569 -2.454 -1.527
H -3.517 -2.121 -2.648
H -2.807 -1.765 -1.043
H -2.083 -2.971 -4.264
H -0.420 -3.332 -3.911
C -0.185 -0.567 1.996
C 0.900 0.465 1.690
P 1.968 -0.182 0.306
C 2.613 -1.735 1.028
C 3.617 -1.768 2.164
C 3.329 1.143 -0.021
C 4.780 1.091 0.428
H -1.237 -0.139 1.876
H -0.231 -1.021 3.018
H -0.166 -1.402 1.372
H 1.611 0.634 2.551
H 0.415 1.383 1.277
H 2.954 -2.350 0.168
H 1.654 -2.117 1.325
H 3.203 -1.379 3.090
H 4.540 -1.184 1.842
H 3.838 -2.768 2.482
H 2.985 2.180 0.163
H 3.357 1.126 -1.168
H 4.970 0.802 1.479
H 5.119 2.132 0.317
H 5.375 0.554 -0.300

Properties
**E_HOMO (spin up / spin down)**: -12.79 / -12.79 eV
**Total charge**: +2
**Electronic energy**: -3219.36984 Ha
**HOMO-LUMO gap (spin up / spin down)**: 0.207 / 0.136 Eh
**Spin multiplicity**: 4

natural (NBO) atomic charge list, values in e, 8 entries: 0.658, -0.210, -0.220, -0.238, -0.217, -0.211, -0.209, 0.219

***

DFT (ωB97M-V/def2-TZVPD) results for a single C16H25N3O4 molecule.

Cartesian coordinates (Å):
C -2.540 -3.725 0.271
C -2.578 -2.252 0.535
C -1.873 -1.702 1.604
C -1.874 -0.345 1.850
C -2.564 0.534 1.015
O -2.691 1.862 1.273
C -1.504 2.596 1.496
C -0.707 2.689 0.195
O -0.268 1.390 -0.127
C 0.085 1.214 -1.482
C 0.275 -0.287 -1.781
N 1.431 -0.980 -1.282
C 1.512 -1.255 0.135
C 2.263 -0.186 0.934
N 3.593 -0.009 0.377
C 4.389 0.905 1.165
C 3.493 0.420 -1.005
C 2.729 -0.634 -1.817
C -3.270 -0.019 -0.062
N -3.964 0.811 -1.010
O -4.956 0.344 -1.531
O -3.502 1.900 -1.272
C -3.287 -1.392 -0.283
H -1.584 -3.995 -0.178
H -3.334 -4.018 -0.410
H -2.644 -4.284 1.198
H -1.322 -2.357 2.264
H -1.335 0.042 2.700
H -0.887 2.139 2.277
H -1.829 3.587 1.813
H -1.365 3.073 -0.595
H 0.146 3.375 0.320
H -0.726 1.592 -2.122
H 0.995 1.783 -1.718
H -0.605 -0.807 -1.392
H 0.282 -0.394 -2.870
H 0.503 -1.370 0.532
H 2.052 -2.203 0.247
H 2.364 -0.517 1.971
H 1.687 0.754 0.923
H 5.387 0.972 0.733
H 4.473 0.519 2.180
H 3.958 1.919 1.211
H 4.503 0.519 -1.412
H 2.997 1.405 -1.083
H 2.614 -0.297 -2.849
H 3.330 -1.551 -1.814
H -3.853 -1.766 -1.124

Properties
**E_HOMO**: -8.02 eV
**Total charge**: 0
**Relative energy (zero: lowest compared OMol25 entry of this formula, charge and spin)**: 515.39 kJ/mol
**Electronic energy**: -1089.76496 Ha
**HOMO-LUMO gap**: 0.291 Eh
**Spin multiplicity**: 1

natural (NBO) atomic charge list, values in e, 8 entries: -0.628, -0.036, -0.168, -0.284, 0.424, -0.507, -0.076, -0.091

***

DFT (ωB97M-V/def2-TZVPD) results for a molecular structure, C16H25N8SY.

Cartesian coordinates (Å):
Y -0.075 -0.202 -0.412
S 4.390 0.076 1.048
C 4.571 0.218 -0.634
C 3.371 0.208 -1.285
C 2.240 0.076 -0.427
C 2.671 -0.011 0.892
C 1.820 -0.143 2.078
C 2.322 -0.177 3.379
C 1.458 -0.307 4.447
C 0.087 -0.408 4.218
C -0.349 -0.368 2.918
N 0.482 -0.234 1.867
H 5.558 0.304 -1.062
H 3.311 0.291 -2.363
H 3.387 -0.097 3.545
H 1.845 -0.330 5.457
H -0.619 -0.515 5.028
H -1.406 -0.450 2.690
C -3.429 -0.248 0.324
N -2.521 0.369 -0.664
C -2.859 -0.149 -2.007
C -2.679 1.844 -0.620
C -1.631 2.558 -1.453
N -0.250 2.177 -1.071
C 0.132 2.820 0.207
C 0.685 2.637 -2.124
H -4.475 -0.053 0.072
H -3.236 0.164 1.314
H -3.279 -1.329 0.346
H -3.849 0.191 -2.324
H -2.855 -1.238 -1.993
H -2.135 0.191 -2.752
H -2.615 2.151 0.425
H -3.676 2.123 -0.977
H -1.767 3.639 -1.343
H -1.759 2.331 -2.511
H 0.095 3.910 0.122
H 1.149 2.522 0.466
H -0.541 2.521 1.014
H 0.589 3.716 -2.272
H 0.460 2.135 -3.065
H 1.705 2.405 -1.827
N 0.667 -4.801 0.548
N 0.420 -3.999 -0.543
N 0.392 -4.427 -1.783
C 0.061 -3.337 -2.456
N -0.084 -2.291 -1.633
N 0.129 -2.746 -0.407
H 0.536 -5.764 0.253
H 1.616 -4.646 0.874
H -0.060 -3.305 -3.526

Properties
**E_HOMO**: -13.76 eV
**Total charge**: +2
**Relative energy (zero: lowest compared OMol25 entry of this formula, charge and spin)**: 0.00 kJ/mol
**Electronic energy**: -1498.74510 Ha
**HOMO-LUMO gap**: 0.286 Eh
**Spin multiplicity**: 1

natural (NBO) atomic charge list, values in e, 8 entries: 2.095, 0.497, -0.374, -0.275, -0.619, -0.312, 0.231, -0.230

***

DFT (ωB97M-V/def2-TZVPD) results for a molecular structure, C16H26AsF6N4Na.

Cartesian coordinates (Å):
Na -3.399 28.971 -6.468
As -4.094 32.199 -3.165
F -4.297 33.402 -1.891
F -2.324 32.337 -2.982
F -3.958 30.956 -4.320
F -5.919 32.295 -3.445
F -3.879 33.490 -4.514
F -4.310 30.904 -1.943
C 1.514 35.503 -2.819
C 1.640 34.180 -2.001
C 0.531 33.211 -2.383
C 0.594 32.874 -3.829
N 0.634 32.647 -4.956
H 1.251 35.230 -3.841
H 2.504 35.958 -2.857
H 0.655 36.054 -2.436
H 1.535 34.359 -0.931
H 2.564 33.633 -2.186
H -0.484 33.468 -2.079
H 0.700 32.292 -1.822
C -9.435 34.448 -6.143
C -8.819 33.335 -5.195
C -8.358 33.820 -3.805
C -9.536 34.389 -3.141
N -10.438 34.747 -2.494
H -9.931 33.888 -6.937
H -8.731 35.214 -6.468
H -10.184 35.070 -5.655
H -7.996 32.941 -5.792
H -9.498 32.504 -5.006
H -7.604 34.603 -3.898
H -8.103 32.957 -3.191
C -7.245 26.620 -2.677
C -6.964 28.000 -2.065
C -6.994 29.201 -3.021
C -6.517 28.938 -4.383
N -6.034 28.729 -5.355
H -8.135 26.617 -3.307
H -7.376 25.898 -1.871
H -6.308 26.570 -3.230
H -6.018 28.264 -1.592
H -7.761 28.320 -1.394
H -6.242 29.898 -2.652
H -8.018 29.564 -3.114
N -4.892 33.908 -7.311
C -5.785 34.942 -7.420
C -6.087 35.069 -8.735
C -5.442 34.052 -9.436
C -4.699 33.343 -8.538
H -4.653 33.426 -6.456
H -6.183 35.445 -6.551
H -6.745 35.794 -9.192
H -5.442 33.942 -10.511
H -4.067 32.471 -8.624

Properties
**E_HOMO (spin up / spin down)**: -1.44 / -5.95 eV
**Total charge**: -1
**Electronic energy**: -3841.68417 Ha
**HOMO-LUMO gap (spin up / spin down)**: 0.131 / 0.303 Eh
**Spin multiplicity**: 2

natural (NBO) atomic charge list, values in e, 8 entries: 0.027, 2.812, -0.609, -0.627, -0.632, -0.651, -0.650, -0.636

***

DFT (ωB97M-V/def2-TZVPD) results for a molecular structure, C16H26B2N6O2Pb.

Cartesian coordinates (Å):
C 0.178 2.681 -1.035
N 0.360 1.453 -1.560
N 0.524 1.420 -2.913
C 0.451 2.693 -3.303
C 0.234 3.484 -2.166
B 0.736 0.051 -3.747
N 1.886 -0.875 -3.198
N 2.016 -1.157 -1.864
C 3.084 -1.959 -1.672
C 3.683 -2.131 -2.922
C 2.914 -1.440 -3.853
Pb 0.349 -0.313 -0.454
N -0.601 -0.770 -3.800
N -1.200 -1.270 -2.662
C -2.351 -1.866 -3.068
C -2.484 -1.737 -4.470
C -1.352 -1.048 -4.887
H -3.054 -2.354 -2.402
H -1.003 -0.716 -5.853
H -3.271 -2.080 -5.110
H 1.004 0.398 -4.844
H 2.986 -1.278 -4.909
H 0.562 2.844 -4.336
H 4.558 -2.688 -3.123
H 0.114 4.505 -2.104
H 3.358 -2.325 -0.682
H 0.037 2.755 0.062
H -0.390 -2.186 -0.621
C 0.272 -2.224 0.381
H 1.083 -2.953 0.098
H 0.935 -1.450 1.033
H -0.544 -2.406 1.159
C 0.495 1.870 4.457
C 0.057 0.824 3.485
C 0.871 -0.453 3.713
O 0.303 1.285 2.142
B -0.603 0.560 1.428
O -1.642 0.021 2.103
C -1.479 0.572 3.421
C -1.992 -0.382 4.452
C -2.291 1.864 3.451
H 1.573 1.998 4.431
H 0.237 1.541 5.462
H 0.025 2.835 4.285
H 1.942 -0.246 3.600
H 0.732 -0.806 4.734
H 0.623 -1.283 3.034
H -1.799 0.043 5.437
H -3.067 -0.520 4.370
H -1.511 -1.358 4.415
H -1.994 2.591 2.685
H -3.352 1.652 3.296
H -2.204 2.338 4.424

Properties
**E_HOMO**: -14.98 eV
**Total charge**: +2
**Relative energy (zero: lowest compared OMol25 entry of this formula, charge and spin)**: 137.28 kJ/mol
**Electronic energy**: -1346.21611 Ha
**HOMO-LUMO gap**: 0.271 Eh
**Spin multiplicity**: 1

natural (NBO) atomic charge list, values in e, 8 entries: 0.010, -0.475, -0.268, 0.077, -0.287, 0.531, -0.299, -0.416

***

DFT (ωB97M-V/def2-TZVPD) results for a molecular structure, C16H26CaN2Si.

Cartesian coordinates (Å):
C -3.299 -1.576 0.662
C -2.909 1.313 -2.523
H -2.822 -2.567 0.583
H -4.225 -1.421 0.003
H -3.416 -1.344 1.762
H -2.185 1.083 -3.341
H -3.907 0.747 -2.480
H -2.994 2.397 -2.329
C -0.422 -2.983 -0.384
C 0.603 -3.957 -0.287
C 1.840 -3.609 -0.917
C 1.935 -2.347 -1.555
H -1.398 -3.290 0.106
H 0.454 -4.901 0.217
H 2.674 -4.293 -0.919
H 2.832 -2.090 -2.084
N -0.376 -1.782 -0.926
C 0.825 -1.444 -1.493
C 0.982 -0.042 -2.006
N -0.068 0.809 -1.886
C 0.125 2.048 -2.302
C 2.443 1.710 -2.906
C 1.343 2.611 -2.782
H -0.757 2.754 -2.272
H 1.437 3.670 -3.035
C 2.244 0.353 -2.538
H 3.044 -0.366 -2.672
H 3.403 2.031 -3.271
Ca -2.261 -0.017 -0.761
C -0.403 2.440 1.364
H -1.462 2.345 1.212
H 0.090 2.482 0.419
H -0.219 3.298 1.897
C -1.040 -0.302 2.817
Si 0.285 0.979 2.397
C 0.788 1.664 4.085
C 1.782 0.135 1.646
H -2.042 0.118 2.779
H -0.879 -0.652 3.841
H -0.994 -1.173 2.170
H 0.715 0.852 4.817
H 1.819 2.027 4.052
H 0.126 2.467 4.370
H 2.640 0.151 2.320
H 1.547 -0.914 1.446
H 2.101 0.585 0.703

Properties
**E_HOMO**: -5.97 eV
**Total charge**: 0
**Relative energy (zero: lowest compared OMol25 entry of this formula, charge and spin)**: 32.28 kJ/mol
**Electronic energy**: -1701.80038 Ha
**HOMO-LUMO gap**: 0.190 Eh
**Spin multiplicity**: 1

natural (NBO) atomic charge list, values in e, 8 entries: -1.427, -1.444, 0.164, 0.171, 0.202, 0.193, 0.175, 0.196

***

DFT (ωB97M-V/def2-TZVPD) results for a molecular structure, C16H26ClF3GaN2O.

Cartesian coordinates (Å):
C 1.080 0.541 0.822
C 0.330 -0.289 0.092
Ga 0.153 -0.373 -1.934
C -0.880 -2.074 -2.374
C -1.954 -2.445 -1.337
C -1.941 -3.880 -0.888
F -2.581 -4.705 -1.756
F -2.577 -4.040 0.307
F -0.707 -4.394 -0.719
C -0.607 1.265 -2.886
C -1.856 1.903 -2.358
O -2.381 2.862 -2.866
N -2.467 1.297 -1.184
C -3.890 1.044 -1.388
C -2.167 2.082 0.020
C 2.079 -0.544 -2.628
C 2.934 0.601 -2.113
C 3.931 0.171 -1.036
Cl 3.846 1.455 -3.458
H 1.269 1.573 0.528
H 1.577 0.205 1.734
H -0.114 -1.112 0.665
H -1.359 -1.963 -3.351
H -0.150 -2.878 -2.491
H -2.945 -2.296 -1.771
H -1.904 -1.828 -0.438
H -0.855 0.972 -3.913
H 0.162 2.041 -2.969
H -4.382 1.836 -1.965
H -4.025 0.100 -1.923
H -4.381 0.955 -0.420
H -1.574 1.492 0.720
H -1.590 2.978 -0.219
H -3.086 2.403 0.516
H 2.534 -1.502 -2.368
H 1.984 -0.460 -3.712
H 2.309 1.387 -1.691
H 4.886 -0.088 -1.491
H 3.527 -0.700 -0.522
H 4.080 0.961 -0.300
N 0.528 0.627 4.548
C 1.013 -0.543 5.058
C 2.014 -0.233 5.942
C 2.135 1.184 5.961
C 1.204 1.683 5.088
H -0.201 0.697 3.859
H 0.610 -1.492 4.750
H 2.596 -0.941 6.507
H 2.828 1.768 6.543
H 0.969 2.695 4.806

Properties
**E_HOMO**: -5.10 eV
**Total charge**: -1
**Electronic energy**: -3494.59297 Ha
**HOMO-LUMO gap**: 0.288 Eh
**Spin multiplicity**: 1

natural (NBO) atomic charge list, values in e, 8 entries: -0.475, -0.640, 1.413, -0.924, -0.488, 0.979, -0.349, -0.352

***

DFT (ωB97M-V/def2-TZVPD) results for a molecular structure, C16H26CoN4OP2.

Cartesian coordinates (Å):
Co 0.466 -0.169 0.004
P 1.406 1.815 -0.042
P 2.244 -1.438 0.311
N -1.056 0.697 -0.809
N -0.395 -1.718 -0.769
H -2.869 0.249 -1.835
H -2.394 -2.330 -1.173
H -2.838 -0.260 -0.121
C -2.233 -0.174 -1.041
H -1.550 -1.548 -2.536
C -1.680 -1.534 -1.434
H -1.850 2.304 -1.853
H -0.242 -3.749 -1.270
C -0.991 1.889 -1.308
C 0.253 -2.886 -0.806
H -0.169 3.630 -0.404
C 0.168 2.788 -1.028
H 0.634 3.202 -1.937
H 3.448 -1.312 -0.424
H 2.701 -1.666 1.651
H 2.645 2.218 -0.568
H 1.389 2.492 1.226
O 1.597 0.199 -1.547
C 1.147 0.012 -2.904
C 1.519 1.164 -3.799
C 1.810 -1.248 -3.401
H 0.034 0.018 -2.831
H 0.927 2.060 -3.595
H 2.589 1.394 -3.699
H 1.335 0.888 -4.847
H 1.627 -2.131 -2.781
H 1.530 -1.493 -4.434
H 2.899 -1.075 -3.393
C 1.522 -2.973 -0.245
H 2.037 -3.927 -0.193
N -1.074 -1.672 3.405
C -0.550 -1.702 2.169
N -0.392 -0.454 1.686
C -0.881 0.428 2.674
C -0.948 1.821 2.760
C -1.377 2.380 3.967
C -1.750 1.590 5.058
C -1.715 0.192 4.963
C -1.291 -0.343 3.757
H -1.271 -2.480 3.992
H -0.254 -2.620 1.679
H -0.678 2.424 1.895
H -1.417 3.466 4.072
H -2.074 2.063 5.988
H -1.989 -0.480 5.771

Properties
**E_HOMO (spin up / spin down)**: -13.93 / -14.69 eV
**Total charge**: +2
**Relative energy (zero: lowest compared OMol25 entry of this formula, charge and spin)**: 0.00 kJ/mol
**Electronic energy**: -2984.32192 Ha
**HOMO-LUMO gap (spin up / spin down)**: 0.299 / 0.213 Eh
**Spin multiplicity**: 6

natural (NBO) atomic charge list, values in e, 8 entries: 1.178, 0.470, 0.372, -0.547, -0.459, 0.231, 0.246, 0.238